The following is a quantum chemistry calculation of C6H9BeNO9Se as an isolated structure in a non-equilibrium geometry, from the OMol25 dataset.

Results
E   -92037.3507 eV
Frontier orbital gap   7.6 eV
Max |F|   2.91 eV Å⁻¹
Net charge   -2
HOMO level   -2.436 eV

Each line ends with the Mulliken charge.
CARTESIAN COORDINATES (ANGSTROEM)
H  1.9436  2.6464  0.0122  0.33
C  -1.6066  0.7123  -0.1277  -0.55
H  0.5662  1.5017  2.1364  0.50
C  -1.3805  1.8239  -1.1817  0.53
O  1.2144  -3.6570  -2.8210  -0.75
H  -2.4166  1.0375  0.5343  0.26
C  1.6965  1.6132  0.2766  -0.49
O  -0.7567  -3.9951  -1.0216  -0.76
O  -0.2284  1.8855  -1.7280  -0.67
N  -0.3960  0.3732  0.6169  0.23
H  -1.1295  -1.4573  1.3083  0.40
O  0.3923  -1.6246  -1.3202  0.55
O  1.5635  0.8321  -0.8977  -0.52
O  1.1093  -1.3262  3.2485  -0.76
O  1.6159  -1.1199  1.0670  -0.46
Be  0.9274  -0.6828  -0.3558  -0.80
C  0.3630  1.5569  1.0644  -0.98
C  0.8294  -1.0646  2.0833  0.64
H  -1.1154  -0.1778  2.5616  0.32
H  -1.9314  -0.1752  -0.6790  0.31
C  -0.5862  -0.5910  1.6965  -0.62
H  2.5041  1.1960  0.8774  0.38
Se  -0.1091  -3.0343  -2.1461  1.24
O  -2.3663  2.5084  -1.4634  -0.76
O  -1.1958  -2.5420  -3.2282  -0.74
H  -0.2154  2.4607  0.8748  0.55
H  0.7084  1.2999  -1.3879  0.61